No. 1
The following is a DFT calculation (ωB97M-V/def2-TZVPD) of 2 unconnected molecules or ions with the total composition C5H13NO3.

```
22
Properties=species:S:1:pos:R:3:nbo_charge:R:1
O 0.9656 -3.3921 -0.1433 -0.943
O 0.2614 2.7050 1.1509 -0.512
O -3.3594 0.4194 0.3337 -0.717
N -1.0980 -0.3844 0.3221 -0.646
C 2.3931 0.3993 -0.7138 -0.605
C -0.2533 1.9619 0.3617 0.426
C 0.8915 0.2709 -0.9696 -0.409
C 0.0703 0.4928 0.3055 -0.163
C -2.2312 0.0400 1.1242 0.090
H 0.7398 0.3019 1.1395 0.201
H 2.6550 1.3483 -0.2637 0.218
H -0.9772 2.2866 -0.4213 0.114
H -1.9877 0.9012 1.7462 0.178
H -1.3810 -0.5529 -0.6348 0.366
H 2.7647 -0.4533 -0.1335 0.199
H 1.8570 -3.0390 -0.1896 0.465
H 0.4492 -2.7184 0.3373 0.478
H -2.5489 -0.8054 1.7526 0.157
H -3.5046 -0.2837 -0.3088 0.461
H 0.6891 -0.7323 -1.3333 0.218
H 2.9560 0.3273 -1.6414 0.214
H 0.6486 0.9067 -1.8206 0.210
```

- structure (SMILES) = CC[C@@H](C=O)NCO.O
- relative energy (zero: lowest compared OMol25 entry of this formula, charge and spin) (kJ/mol) = 172.70
- HOMO energy (eV) = -9.486
- total charge = 0
- spin multiplicity = 1

---

No. 2
The following is a DFT calculation (ωB97M-V/def2-TZVPD) of a molecular structure, C25H21FeI4N3O.

```
55
Properties=species:S:1:pos:R:3:mulliken_spin:R:1
I 1.1419 -3.3634 -0.8559 0.028
I 4.4887 -1.5144 -1.3606 0.000
I 5.1552 4.4499 -1.4592 0.001
I -0.6758 -5.2423 -0.4412 0.005
Fe 0.1291 -0.7941 -0.8259 3.694
O 1.5438 -0.5548 -2.0508 0.124
N 0.0081 -0.6234 1.3039 0.577
N -0.3911 1.3963 -1.0458 0.028
N -1.7176 -0.8567 -1.8612 0.000
C -1.8516 1.4586 -1.1461 0.009
C 2.2633 2.2833 3.2528 0.157
C 1.9271 0.7956 1.4002 0.138
C 0.2994 1.9093 -2.2535 0.002
C -2.3482 -3.3818 3.3716 0.116
C -0.7700 -1.5248 2.0214 -0.057
C -0.3357 -2.0715 3.2416 0.121
C 2.6844 1.7572 2.0343 -0.073
C 4.5054 1.5028 -1.5440 -0.003
C -2.1609 -1.9280 -2.5328 0.031
C -2.3952 0.2961 -1.9514 0.007
C -2.7739 -2.8647 2.1537 -0.039
C -3.3006 -1.8974 -3.3109 0.000
C 2.3357 0.5030 -1.9573 -0.006
C 0.3230 0.8613 3.2222 0.162
C 2.5932 2.9122 -1.9367 -0.006
C -1.1227 -2.9958 3.9013 -0.060
C -1.9841 -1.9620 1.4691 0.097
C 3.9517 2.7667 -1.6776 0.011
C 0.7452 0.3102 1.9922 -0.016
C -3.5432 0.4051 -2.7195 -0.001
C 1.7868 1.7961 -2.0751 0.009
C 3.7000 0.3812 -1.6784 0.005
C 1.0802 1.8394 3.8350 -0.067
C -4.0044 -0.7065 -3.4035 0.005
H 2.1577 3.8992 -2.0240 0.000
H 2.2645 0.3779 0.4590 -0.008
H 0.7412 2.2709 4.7668 0.000
H -2.2664 1.4051 -0.1350 0.001
H -2.9619 -4.0992 3.8984 0.005
H -0.7749 -3.4247 4.8309 0.000
H -3.6182 -2.7854 -3.8370 0.000
H -2.2008 2.3989 -1.5855 0.000
H 3.6019 2.1021 1.5765 0.000
H -4.0551 1.3552 -2.7833 0.000
H -4.8961 -0.6423 -4.0114 0.000
H -0.6165 0.5472 3.6548 0.002
H 0.6326 -1.7988 3.6374 0.001
H 2.8488 3.0501 3.7412 0.005
H 0.0089 2.9467 -2.4478 0.002
H -0.0290 1.3000 -3.0998 -0.004
H -3.7210 -3.1737 1.7329 -0.001
H -1.5692 -2.8287 -2.4377 -0.001
H 5.5580 1.3873 -1.3264 0.000
H -0.0751 1.9313 -0.2416 -0.006
H -2.3166 -1.5619 0.5196 0.006
```

- HOMO energy (alpha / beta) (eV) = -10.316 / -10.409
- total charge = +1
- <S²> = 8.801
- spin multiplicity = 6

---

No. 3
The following is a DFT calculation (ωB97M-V/def2-TZVPD) of 2 unconnected molecules or ions with the total composition CH3NO3.

```
8
Properties=species:S:1:pos:R:3:nbo_charge:R:1
O -1.7660 0.1593 -2.7268 -0.418
O 0.4915 -1.0420 -0.3999 -0.434
O -0.0538 -0.3597 0.7051 -0.468
N -1.4210 0.6909 -1.7223 0.168
C -1.1543 1.1415 -0.6852 -0.024
H -0.1389 -0.7453 -1.0182 0.454
H -0.3095 -1.0968 1.2398 0.467
H -1.1602 1.7528 0.1534 0.254
```

- structure (SMILES) = C#[N+][O-].OO
- relative energy (zero: lowest compared OMol25 entry of this formula, charge and spin) (kJ/mol) = 507.69
- HOMO energy (eV) = -9.998
- total charge = 0
- spin multiplicity = 1

---

No. 4
The following is a DFT calculation (ωB97M-V/def2-TZVPD) of 4 unconnected molecules or ions with the total composition H8O4.

```
12
Properties=species:S:1:pos:R:3:mulliken_spin:R:1
O 1.6720 0.1614 1.9873 0.578
O -0.6377 -1.9735 1.1715 0.715
O -1.9532 1.0275 -3.0086 0.262
O 0.1745 1.1568 -0.5624 0.723
H -1.4432 0.6838 -2.2751 -0.061
H 0.5789 0.3224 -0.7999 -0.189
H 0.3209 1.2348 0.3803 -0.150
H 0.7483 0.1376 2.2369 -0.088
H 2.1449 -0.0198 2.7996 -0.379
H 0.2283 -2.2565 1.4651 -0.215
H -0.5361 -1.8260 0.2313 -0.146
H -1.2974 1.3515 -3.6260 -0.049
```

- relative energy (zero: lowest compared OMol25 entry of this formula, charge and spin) (kJ/mol) = 41.81
- HOMO energy (alpha / beta) (eV) = 0.683 / -7.256
- total charge = -1
- <S²> = 0.751
- spin multiplicity = 2

---

No. 5
The following is a DFT calculation (ωB97M-V/def2-TZVPD) of C12H14N4 in the gas phase.

```
30
Properties=species:S:1:pos:R:3:nbo_charge:R:1
N -0.2938 -0.5036 -0.8764 -0.191
N -0.3540 -1.8310 -1.1368 -0.301
N -2.5300 0.2182 -1.7436 -0.838
N 1.0570 1.0974 0.6687 -0.419
C 1.5408 -1.3333 -0.1567 -0.161
C -1.3159 0.5239 -1.0710 0.460
C 0.8505 -0.1132 -0.2099 0.296
C 0.7463 -2.3242 -0.7102 0.164
C 2.5404 -3.4416 0.1576 -0.375
C -1.1872 1.6694 -0.3239 -0.239
C 1.1932 -3.7239 -0.5159 -0.440
C -2.0544 2.9015 -0.3796 -0.407
C -0.0434 1.8231 0.5432 0.285
C -1.6831 3.5205 1.0548 -0.388
C 2.5593 -2.0208 0.7337 -0.405
C -0.2525 3.0285 1.3867 -0.459
H -1.6931 4.6090 1.0250 0.214
H -3.1114 2.6532 -0.3252 0.204
H -2.3567 3.1632 1.8042 0.207
H -1.8114 3.5372 -1.2444 0.222
H 3.5600 -1.7275 0.6850 0.215
H 1.4469 -4.2774 -1.4098 0.224
H -0.0277 2.8865 2.5304 0.240
H -2.6135 -0.7272 -2.2649 0.430
H 0.3951 -4.2389 0.0477 0.220
H 2.1812 -2.0315 1.7737 0.202
H 0.5736 3.7013 0.9850 0.230
H -3.3687 0.6356 -1.3206 0.403
H 3.2946 -3.5910 -0.6817 0.198
H 2.7579 -4.0835 0.9752 0.208
```

- structure (SMILES) = Nc1c2c(nc3c4c(nn13)CCC4)CCC2
- relative energy (zero: lowest compared OMol25 entry of this formula, charge and spin) (kJ/mol) = 0.00
- HOMO energy (eV) = -7.736
- total charge = 0
- spin multiplicity = 1

---

No. 6
The following is a DFT calculation (ωB97M-V/def2-TZVPD) of a molecular structure, C17H36AgBr6Cl6F3O7S.

```
77
Properties=species:S:1:pos:R:3:lowdin_charge:R:1
Ag 3.7354 -0.1662 -1.9056 0.855
Br -1.4882 -4.1898 -3.0865 0.605
Br 0.8689 -0.7129 -5.3053 0.643
Br 0.9926 5.0122 0.0365 0.621
Br 0.0379 3.0359 2.8459 0.741
Br -3.0925 3.4708 -1.5784 0.684
Br -2.2906 -0.3274 5.0446 0.684
Cl -3.7277 -4.4684 -0.0104 0.453
Cl -5.2187 -1.9362 0.8249 0.515
Cl -4.2034 -1.8443 -3.8235 0.516
Cl -6.1582 -3.6618 -1.3425 0.501
Cl -4.7950 0.9354 -4.8062 0.480
Cl -6.0232 0.1046 -2.3050 0.511
S 0.7383 -0.2109 -0.0149 0.568
F -1.4065 -1.6692 -0.9938 0.123
F -1.9160 -0.0413 0.3484 0.145
F -1.4248 0.2971 -1.6987 0.117
O 1.0051 -1.1447 1.0688 -0.316
O 3.3085 -1.6472 2.3791 0.334
O 2.7735 1.9092 -2.3882 -0.260
O 2.9211 1.9688 1.9613 0.281
O 0.7856 1.1879 0.4911 -0.406
O 1.1049 -2.9126 3.2250 -0.222
O 1.6273 -0.5257 -1.1290 -0.386
C -4.5399 -0.1176 -3.3284 -1.390
C 1.9800 2.4533 -3.3862 -0.210
C -0.9699 0.5806 3.8905 -0.690
C -0.3726 -4.6623 3.5504 -0.129
C -0.6455 -3.0188 -4.4439 -0.642
C -1.3155 3.3899 -0.7216 -0.682
C 3.6423 2.8827 -1.7771 -0.198
C 2.4957 3.9054 -3.5429 -0.138
C 3.9006 3.7789 -2.9688 -0.132
C 0.1090 -1.8051 -3.8258 -0.650
C -0.9473 2.0497 4.2413 -0.632
C -0.1565 -3.9887 4.8564 -0.178
C -4.7003 -3.0024 -0.5055 -1.482
C -1.0962 -0.4375 -0.6252 -0.602
C 0.0001 -3.5232 2.5523 -0.163
C -0.8761 4.8620 -0.6096 -0.631
C 1.0017 -3.0168 4.6509 -0.167
H 3.1557 3.2677 -0.8810 0.063
H 4.5138 2.3629 -1.3792 0.099
H -1.4469 2.8420 0.2115 0.013
H -0.7519 -2.7363 2.4937 0.113
H 1.9266 -3.3152 5.1443 0.126
H 0.3268 -5.4948 3.4729 0.126
H 0.6487 -2.0964 5.1160 0.098
H 0.9413 -2.0589 -3.1692 0.031
H 0.0199 -3.6820 -4.9966 0.052
H -3.6347 0.3262 -2.9141 -0.030
H 3.3026 -1.0257 3.1108 0.170
H -1.9699 2.3824 4.4191 0.065
H -4.0357 -2.4504 -1.1701 -0.059
H 1.8269 4.5360 -2.9569 0.088
H -0.9563 5.3009 -1.6041 0.052
H 4.3789 4.7391 -2.7754 0.130
H 4.4594 3.3168 -3.7827 0.130
H -0.5565 -1.1808 -3.2297 0.016
H -0.4217 2.2568 5.1734 0.062
H -1.4896 5.4538 0.0697 0.064
H -0.0023 0.1136 4.0747 0.037
H 2.0395 1.9781 -4.3653 0.093
H -0.7007 2.8269 -1.4239 0.019
H 2.4434 -2.0601 2.3284 0.094
H -1.4101 -4.9497 3.3796 0.127
H -1.3002 0.5339 2.8528 0.035
H 0.9460 2.5625 -3.0590 0.115
H 2.4680 4.2245 -4.5847 0.129
H -1.0539 -3.4384 5.1392 0.098
H 0.0244 -4.6549 5.7000 0.128
H 3.5157 -1.1259 1.6001 0.142
H 2.8171 1.6000 2.8415 0.156
H -1.4809 -2.7036 -5.0691 0.034
H 3.5348 1.4271 1.4598 0.154
H 2.1322 1.9630 1.4142 0.033
H 0.1257 -3.8341 1.5152 0.127
```

- HOMO energy (eV) = -13.984
- total charge = +2
- spin multiplicity = 1

---

Total energy per entry: -478.74963; -3659.12226; -320.14925; -305.71865; -684.62514; -20245.26108 a.u.
Max |F| per entry: 1.1; 0.8; 2.7; 1.1; 4.9; 3.7 eV Å⁻¹